8
Properties=species:S:1:pos:R:3:forces:R:3:mulliken_charge:R:1 method="wB97M-V/def2-TZVPD" orbital_gap_ev="8.66 / 8.66" relative_energy_kcal_mol=89.1 e_homo_ev="-16.010 / -16.009" largest_force_ev_per_a=2.64 charge=+1
O -1.251 -1.117 -0.172 -2.36 0.66 -0.99 -0.2545
N -1.029 0.058 -0.413 -0.06 0.05 0.15 0.2826
C 0.236 0.520 -0.336 -0.12 0.01 -0.10 -0.0639
N 0.973 -0.328 0.399 0.15 0.03 0.16 0.2920
O 0.581 -1.465 0.606 2.41 -0.29 1.00 -0.2697
H -1.813 0.745 -0.449 0.20 -0.28 -0.12 0.3123
H 0.528 1.529 -0.578 -0.01 0.03 0.09 0.3911
H 1.774 0.057 0.945 -0.20 -0.21 -0.19 0.3100